1.
Computed, not measured: a structure of composition C27H35BrF5MoO6PS5Sb, with ωB97M-V/def2-TZVPD.

The geometry in ORCA input format:
```
! wB97M-V def2-TZVPD RIJCOSX def2/J DEFGRID3
* xyz -2 2
Mo 0.296 0.626 2.370
S 3.986 -1.009 5.562
Sb 2.329 -1.590 4.135
S 2.345 -0.202 2.060
S 0.178 -0.479 4.450
C -3.553 2.065 -4.637
C -3.961 2.308 -3.184
C -5.128 1.367 -2.854
C -4.435 3.762 -3.056
C -2.809 2.059 -2.212
C -3.014 2.213 -0.843
C -1.975 2.006 0.032
Br -2.333 2.237 1.887
C -0.668 1.639 -0.355
O 0.312 1.540 0.513
C -0.478 1.414 -1.737
C -1.541 1.663 -2.609
C 0.834 0.921 -2.373
C 1.888 0.414 -1.383
C 0.528 -0.263 -3.307
C 1.453 2.065 -3.189
H -4.408 2.248 -5.292
H -3.223 1.037 -4.793
H -2.746 2.734 -4.945
H -5.959 1.532 -3.546
H -5.495 1.528 -1.840
H -4.813 0.325 -2.929
H -5.272 3.956 -3.734
H -3.625 4.453 -3.299
H -4.765 3.981 -2.039
H -3.982 2.492 -0.446
H -1.354 1.523 -3.664
H 1.497 -0.384 -0.752
H 2.255 1.197 -0.724
H 2.730 0.013 -1.956
H 0.069 -1.078 -2.744
H 1.461 -0.634 -3.741
H -0.140 -0.002 -4.129
H 1.691 2.910 -2.540
H 0.774 2.417 -3.969
H 2.378 1.727 -3.665
O -2.761 -1.835 1.354
C -1.730 -1.556 1.904
O -0.929 -0.576 1.477
H -1.349 -2.069 2.798
F -0.586 6.112 7.024
C -0.306 5.177 6.098
C -1.088 4.048 5.986
F -2.138 3.887 6.805
C -0.807 3.077 5.036
F -1.619 2.016 4.980
C 0.273 3.206 4.158
O 0.602 2.341 3.234
C 1.051 4.366 4.299
F 2.098 4.552 3.490
C 0.772 5.331 5.245
F 1.545 6.424 5.339
C 4.671 -4.498 2.226
C 3.873 -3.706 1.208
C 4.749 -2.992 0.199
O 2.998 -4.553 0.460
P 1.644 -5.213 1.087
S 1.948 -7.054 1.653
S 0.823 -3.906 2.353
O 0.771 -5.242 -0.276
C 0.506 -3.997 -0.953
C 1.140 -4.086 -2.328
C -0.992 -3.783 -0.992
H 5.324 -3.826 2.788
H 5.276 -5.259 1.727
H 4.007 -5.005 2.927
H 3.250 -2.970 1.721
H 5.366 -3.711 -0.345
H 5.401 -2.279 0.708
H 4.132 -2.445 -0.516
H 0.966 -3.182 -0.388
H 0.706 -4.919 -2.887
H 2.213 -4.254 -2.233
H 0.972 -3.163 -2.887
H -1.474 -4.615 -1.512
H -1.236 -2.852 -1.510
H -1.388 -3.721 0.021
*
```

Its total energy is -7215.69721 Eh. The value obtained for the energy above the lowest of the compared OMol25 structures with the same formula, charge and spin is 0.429 eV. The expectation value of S² is 1.03. The HOMO-LUMO gap (alpha / beta) comes out at 6.021 / 5.440 eV.

2.
Computed, not measured: a structure of composition C27H35ClN4O4P2Ti, with ωB97M-V/def2-TZVPD.

The geometry in ORCA input format:
```
! wB97M-V def2-TZVPD RIJCOSX def2/J DEFGRID3
* xyz 0 3
Ti -0.366 2.695 -0.438
C -1.538 2.706 -2.247
C -1.252 1.396 -1.928
C -0.175 0.634 -2.668
C 1.203 1.324 -2.653
C 1.433 2.395 -1.612
C 1.069 3.737 -1.680
C 0.301 4.376 -2.806
C -0.821 3.475 -3.339
C 1.247 2.987 1.208
H -2.500 3.139 -1.949
H -2.033 0.764 -1.500
H -0.479 0.475 -3.717
H -0.097 -0.370 -2.233
H 1.943 0.540 -2.443
H 1.412 1.683 -3.671
H 2.220 2.150 -0.881
H 1.563 4.439 -0.993
H 0.953 4.666 -3.642
H -0.139 5.315 -2.430
H -1.544 4.111 -3.863
H -0.381 2.785 -4.070
H 0.511 3.476 1.876
H 2.059 3.694 0.970
H 1.654 2.111 1.724
P 2.101 -1.442 0.972
P -1.785 -2.063 0.154
N 3.366 -0.637 0.099
N 3.101 -2.659 1.663
N -4.068 0.196 0.376
N -2.765 -2.829 1.242
C 1.042 -2.296 -0.177
C -0.214 -2.963 0.472
C 3.836 0.658 0.361
C 5.023 0.841 -0.327
C 5.293 -0.365 -1.047
C 4.258 -1.246 -0.788
C 3.955 -2.420 2.753
C 4.684 -3.573 2.989
C 4.284 -4.547 2.017
C 3.323 -3.958 1.211
C -4.005 1.568 0.403
C -5.312 2.143 0.270
C -6.206 1.050 0.168
C -5.397 -0.130 0.259
C -3.756 -3.739 0.808
C -4.774 -3.764 1.737
C -4.428 -2.827 2.786
C -3.220 -2.258 2.455
H 1.625 -3.055 -0.723
H 0.753 -1.545 -0.925
H -0.383 -3.950 0.002
H -0.084 -3.100 1.562
H 3.298 1.325 1.011
H 5.626 1.737 -0.318
H 6.155 -0.567 -1.665
H 4.073 -2.252 -1.138
H 3.960 -1.462 3.254
H 5.427 -3.703 3.762
H 4.665 -5.553 1.910
H 2.775 -4.344 0.365
H -3.085 2.132 0.500
H -5.524 3.204 0.251
H -7.283 1.069 0.034
H -5.747 -1.157 0.231
H -3.608 -4.273 -0.113
H -5.670 -4.369 1.692
H -5.023 -2.616 3.665
H -2.618 -1.500 2.930
O -0.816 1.085 0.698
Cl -0.956 0.851 2.291
O -1.282 4.030 0.028
O -2.357 1.121 2.835
O 1.504 -0.552 1.990
*
```

Its total energy is -3561.84741 Eh. The value obtained for the energy above the lowest of the compared OMol25 structures with the same formula, charge and spin is 0.873 eV. The expectation value of S² is 2.02. The HOMO-LUMO gap (alpha / beta) comes out at 6.225 / 6.190 eV.

3.
Computed, not measured: a structure of composition C27H35ClN4O4STeZr, with ωB97M-V/def2-TZVPD.

The geometry in ORCA input format:
```
! wB97M-V def2-TZVPD RIJCOSX def2/J DEFGRID3
* xyz 2 1
Zr -0.421 -0.060 -0.068
C -1.647 0.701 5.182
N -2.098 0.493 3.802
C -3.508 0.766 3.501
C -1.267 0.141 2.855
O -1.663 -0.057 1.666
C 0.197 -0.014 3.176
O 0.887 -0.508 2.035
C 2.189 0.102 1.885
C 2.043 1.399 1.010
O 0.722 1.405 0.549
N 2.212 2.546 1.899
C 1.757 3.807 1.315
C 3.585 2.699 2.378
H -1.001 1.576 5.253
H -1.123 -0.176 5.560
H -2.520 0.865 5.805
H -3.792 1.696 3.990
H -4.133 -0.042 3.880
H -3.642 0.869 2.430
H 0.333 -0.706 4.010
H 0.584 0.969 3.464
H 2.831 -0.654 1.451
H 2.569 0.350 2.871
H 0.719 3.727 1.004
H 2.363 4.127 0.456
H 1.833 4.580 2.078
H 4.002 1.754 2.726
H 3.591 3.398 3.212
H 4.259 3.098 1.607
C -1.471 -4.456 0.726
C -1.688 -3.108 0.115
O -0.794 -2.230 0.147
N -2.844 -2.861 -0.484
C -3.111 -1.590 -1.153
C -2.258 -1.387 -2.383
C -2.663 -1.912 -3.596
C -1.869 -1.725 -4.715
C -0.687 -1.016 -4.584
C -0.332 -0.548 -3.335
N -1.082 -0.748 -2.244
H -0.532 -4.458 1.270
H -1.434 -5.215 -0.056
H -2.289 -4.710 1.400
H -3.557 -3.574 -0.483
H -2.998 -0.759 -0.447
H -4.158 -1.581 -1.442
H -3.608 -2.434 -3.667
H -2.176 -2.115 -5.677
H -0.044 -0.825 -5.430
H 0.585 0.009 -3.196
Te -1.836 2.251 -1.001
C -3.183 1.642 -2.491
C -2.979 1.684 -3.841
C -4.118 1.286 -4.591
C -5.179 0.966 -3.801
S -4.800 1.161 -2.143
H -2.051 2.019 -4.287
H -4.157 1.271 -5.672
H -6.169 0.668 -4.111
Cl 1.856 -1.416 -0.987
C 3.580 -0.960 -0.832
C 4.470 -1.990 -1.071
C 5.824 -1.725 -0.935
C 6.244 -0.457 -0.561
C 5.317 0.547 -0.332
C 3.946 0.327 -0.465
C 2.961 1.440 -0.262
H 4.118 -2.972 -1.354
H 6.543 -2.511 -1.121
H 7.299 -0.246 -0.454
H 5.655 1.537 -0.054
H 2.295 1.494 -1.124
H 3.514 2.379 -0.263
*
```

Its total energy is -2742.95448 Eh. The value obtained for the energy above the lowest of the compared OMol25 structures with the same formula, charge and spin is 0.000 eV. The HOMO-LUMO gap comes out at 7.156 eV.

4.
Computed, not measured: a structure of composition C27H35CoN10OS, with ωB97M-V/def2-TZVPD.

The geometry in ORCA input format:
```
! wB97M-V def2-TZVPD RIJCOSX def2/J DEFGRID3
* xyz 1 2
Co 0.288 -0.734 0.524
C 2.647 1.394 -3.365
C 2.674 -0.012 -2.898
N 3.363 -0.977 -3.410
N 3.074 -2.058 -2.625
C 2.222 -1.803 -1.624
S 1.654 -2.825 -0.430
N 1.953 -0.472 -1.811
N 1.134 0.276 -0.967
H 3.307 1.489 -4.223
H 2.990 2.070 -2.580
H 1.639 1.694 -3.652
H 3.509 -2.947 -2.806
H 1.690 0.975 -0.479
H 0.365 0.746 -1.486
C -2.403 -2.177 3.573
C -1.563 -2.208 4.678
C -0.251 -1.805 4.535
C 0.214 -1.387 3.290
N -0.600 -1.396 2.213
C -1.875 -1.765 2.367
C 1.569 -0.883 3.020
C 2.555 -0.798 4.003
C 3.809 -0.308 3.687
C 4.073 0.088 2.382
C 3.085 -0.005 1.409
C 1.806 -0.488 1.691
H -3.443 -2.463 3.640
H -1.931 -2.534 5.642
H 0.415 -1.808 5.385
H -2.502 -1.719 1.487
H 2.355 -1.113 5.020
H 4.575 -0.239 4.446
H 5.054 0.465 2.121
H 3.367 0.288 0.399
O -0.074 1.533 1.322
C -1.276 2.233 1.696
C -2.163 2.367 0.465
C -1.496 3.208 -0.651
C -1.656 2.639 -2.038
C -2.527 3.231 -2.951
C -2.694 2.671 -4.204
C -1.987 1.524 -4.521
C -1.138 1.007 -3.563
N -0.966 1.546 -2.355
H 0.567 1.520 2.043
H -1.015 3.233 2.057
H -1.780 1.683 2.496
H -3.099 2.838 0.771
H -2.413 1.375 0.091
H -0.428 3.307 -0.444
H -1.920 4.213 -0.643
H -3.069 4.124 -2.669
H -3.368 3.122 -4.921
H -2.084 1.044 -5.485
H -0.564 0.109 -3.774
C -5.125 -3.861 0.067
C -4.147 -4.700 -0.749
C -3.064 -5.309 0.138
C -3.558 -3.905 -1.917
N -2.802 -2.734 -1.475
C -1.563 -2.647 -0.999
N -1.351 -1.399 -0.640
N -2.493 -0.729 -0.912
N -3.365 -1.519 -1.409
H -5.604 -4.476 0.829
H -5.905 -3.424 -0.558
H -4.610 -3.043 0.578
H -4.701 -5.515 -1.223
H -2.548 -4.541 0.721
H -2.321 -5.859 -0.443
H -3.508 -6.003 0.851
H -4.344 -3.522 -2.565
H -2.884 -4.521 -2.512
H -0.856 -3.456 -0.941
*
```

Its total energy is -3453.44000 Eh. The value obtained for the energy above the lowest of the compared OMol25 structures with the same formula, charge and spin is 0.000 eV. The expectation value of S² is 0.76. The HOMO-LUMO gap (alpha / beta) comes out at 8.310 / 8.500 eV.

5.
Computed, not measured: a structure of composition C27H35IN4P2Ru, with ωB97M-V/def2-TZVPD.

The geometry in ORCA input format:
```
! wB97M-V def2-TZVPD RIJCOSX def2/J DEFGRID3
* xyz 2 5
Ru -0.035 0.407 2.923
C -2.002 1.799 -4.082
C -2.131 0.516 -3.718
C -1.355 -0.614 -4.320
C 0.101 -0.294 -4.708
C 0.853 0.552 -3.682
C 0.921 1.885 -3.731
C 0.275 2.715 -4.816
C -1.156 2.308 -5.222
C 1.376 0.579 4.498
H -2.642 2.570 -3.646
H -2.969 0.211 -3.099
H -1.867 -1.006 -5.221
H -1.339 -1.437 -3.588
H 0.624 -1.256 -4.798
H 0.116 0.158 -5.707
H 1.465 -0.029 -2.992
H 1.596 2.430 -3.081
H 0.871 2.725 -5.744
H 0.237 3.754 -4.469
H -1.647 3.210 -5.609
H -1.122 1.600 -6.055
H 0.853 1.117 5.307
H 2.257 1.177 4.212
H 1.711 -0.381 4.912
P 1.558 -0.528 1.735
P -1.377 -0.771 1.609
N 2.553 0.803 1.276
N 2.722 -1.706 2.323
N -2.162 0.518 0.753
N -2.723 -1.733 2.140
C 0.947 -1.226 0.168
C -0.502 -1.728 0.329
C 2.372 2.087 1.782
C 3.390 2.893 1.289
C 4.201 2.082 0.426
C 3.663 0.800 0.439
C 3.621 -1.499 3.384
C 4.371 -2.651 3.551
C 3.919 -3.606 2.582
C 2.880 -3.015 1.875
C -2.216 1.829 1.221
C -2.715 2.622 0.200
C -2.982 1.775 -0.908
C -2.634 0.484 -0.547
C -3.941 -1.950 1.480
C -4.753 -2.705 2.308
C -4.016 -2.963 3.511
C -2.776 -2.371 3.373
H 1.617 -2.024 -0.176
H 1.010 -0.401 -0.563
H -1.055 -1.649 -0.618
H -0.542 -2.775 0.664
H 1.538 2.273 2.458
H 3.530 3.936 1.522
H 5.063 2.400 -0.138
H 3.959 -0.105 -0.075
H 3.616 -0.566 3.933
H 5.140 -2.786 4.290
H 4.304 -4.595 2.422
H 2.243 -3.401 1.094
H -1.908 2.053 2.236
H -2.864 3.688 0.243
H -3.346 2.069 -1.878
H -2.650 -0.444 -1.099
H -4.098 -1.561 0.483
H -5.750 -3.038 2.077
H -4.359 -3.513 4.374
H -1.932 -2.314 4.042
I -1.910 0.618 4.845
*
```

Its total energy is -2343.41281 Eh. The value obtained for the energy above the lowest of the compared OMol25 structures with the same formula, charge and spin is 0.000 eV. The expectation value of S² is 6.02. The HOMO-LUMO gap (alpha / beta) comes out at 7.497 / 2.935 eV.

6.
Computed, not measured: a structure of composition C27H35MgN4O7P, with ωB97M-V/def2-TZVPD.

The geometry in ORCA input format:
```
! wB97M-V def2-TZVPD RIJCOSX def2/J DEFGRID3
* xyz 0 1
O 0.319 -2.520 -3.128
H -0.158 -3.319 -3.403
Mg 0.493 -1.429 -1.464
N 0.472 -3.033 0.148
N -1.492 -2.306 -1.316
N 2.264 -0.006 -1.530
N -0.012 0.101 -2.798
O 1.432 -3.070 0.989
O 3.386 0.246 -0.723
O -1.154 0.015 -3.575
O -2.352 -2.017 -2.231
C -1.799 -3.251 -0.412
C -0.710 -3.639 0.433
C 2.101 0.992 -2.388
C 0.850 1.049 -3.132
C -0.871 -4.619 1.541
H -1.623 -4.263 2.260
H 0.082 -4.758 2.059
H -1.212 -5.586 1.147
C -3.164 -3.836 -0.370
H -3.321 -4.494 -1.234
H -3.910 -3.035 -0.416
H -3.320 -4.420 0.540
C 3.137 2.053 -2.418
C 0.584 2.109 -4.145
H 4.131 1.601 -2.496
H 3.099 2.659 -1.504
H 2.975 2.714 -3.273
H -0.305 1.838 -4.721
H 1.440 2.212 -4.819
H 0.415 3.077 -3.653
H 3.449 -0.487 -0.071
H -1.656 -0.758 -3.149
C 1.707 -2.889 -2.574
H 1.665 -3.790 -1.943
H 2.207 -2.041 -2.060
H 2.307 -3.096 -3.470
O 4.398 -1.761 1.663
H 5.091 -2.318 1.262
H 3.580 -2.299 1.571
O 0.129 -0.366 0.238
P -0.373 0.827 1.013
C 0.687 2.252 0.708
C 0.233 3.386 0.021
C 1.089 4.473 -0.167
C 2.388 4.441 0.343
C 2.841 3.309 1.029
C 1.998 2.213 1.200
C -2.055 1.209 0.522
C -2.294 1.426 -0.840
C -3.587 1.672 -1.303
C -4.654 1.698 -0.400
C -4.423 1.468 0.961
C -3.131 1.213 1.426
C -0.344 0.517 2.781
C -0.666 1.558 3.670
C -0.656 1.326 5.046
C -0.318 0.061 5.538
C 0.024 -0.967 4.653
C 0.023 -0.739 3.276
H -0.796 3.430 -0.335
H 0.726 5.351 -0.705
H 3.051 5.298 0.210
H 3.850 3.273 1.444
H 2.341 1.339 1.758
H -1.459 1.392 -1.544
H -3.738 1.839 -2.370
H -5.665 1.890 -0.759
H -5.253 1.483 1.669
H -2.950 1.023 2.484
H -0.926 2.546 3.282
H -0.915 2.137 5.728
H -0.317 -0.123 6.614
H 0.295 -1.955 5.027
H 0.322 -1.528 2.583
*
```

Its total energy is -2336.90277 Eh. The value obtained for the energy above the lowest of the compared OMol25 structures with the same formula, charge and spin is 0.753 eV. The HOMO-LUMO gap comes out at 4.607 eV.